(1)
{"formula": "C14H20Br3F2N4Si", "method": "the ωB97M-V functional and the def2-TZVPD basis", "orbital_gap_ev": 6.6, "homo_ev": -11.043, "charge": 1, "relative_energy_ev": 6.789, "species": ["C", "Si", "C", "C", "C", "C", "F", "F", "N", "C", "N", "C", "N", "N", "C", "C", "C", "C", "C", "C", "H", "H", "H", "H", "H", "H", "H", "H", "H", "H", "H", "H", "H", "H", "H", "H", "H", "H", "H", "C", "Br", "Br", "Br", "H"], "coordinates": [[-0.202, 1.116, -1.564], [1.264, -0.139, -1.299], [1.771, -0.898, -2.995], [0.840, -1.444, 0.045], [0.106, -2.771, -0.476], [-1.270, -2.560, -1.251], [-1.055, -2.465, -2.654], [-2.052, -3.764, -1.059], [-2.114, -1.431, -0.812], [-2.996, -0.835, -1.789], [-3.760, 0.271, -1.262], [-3.258, 0.267, 0.118], [-3.604, 1.115, 1.118], [-2.280, -0.796, 0.369], [2.683, 0.952, -0.542], [3.037, 2.248, -1.331], [4.120, 3.246, -0.830], [4.824, 2.883, 0.517], [4.498, 1.575, 1.314], [3.415, 0.584, 0.800], [-0.738, 1.174, -0.558], [-0.866, 0.839, -2.448], [0.255, 2.163, -1.744], [1.623, -2.036, -3.055], [1.076, -0.453, -3.808], [2.837, -0.638, -3.318], [0.311, -0.894, 0.896], [1.855, -1.790, 0.482], [0.784, -3.388, -1.181], [-0.104, -3.464, 0.417], [-3.152, -1.129, -2.874], [-4.496, 1.122, 1.622], [-2.930, 1.870, 1.344], [-1.798, -1.039, 1.244], [2.487, 2.476, -2.302], [4.357, 4.210, -1.404], [5.604, 3.604, 0.944], [5.014, 1.316, 2.306], [3.164, -0.346, 1.403], [-3.880, -0.054, 5.054], [-2.320, -0.893, 4.257], [-5.415, -1.237, 5.049], [-3.500, 0.629, 6.827], [-4.134, 0.802, 4.431]], "forces_ev_per_angstrom": [[0.40, 0.39, 0.14], [0.90, 1.26, -0.25], [-0.33, -0.29, -1.13], [0.49, -0.79, 0.10], [-0.10, -0.24, 0.50], [1.08, -2.79, 0.22], [-0.87, 0.29, 3.01], [1.35, 2.64, -0.61], [-2.26, 1.05, -4.48], [-1.11, 2.23, 2.81], [4.86, -4.49, 3.33], [0.28, -2.00, -2.14], [0.84, 0.77, 0.47], [-2.70, 2.55, -1.78], [2.26, 1.81, 1.30], [2.02, -0.33, 3.03], [-1.14, -3.71, 2.40], [-2.07, -1.88, -1.14], [-2.01, 0.45, -2.88], [1.16, 4.12, -2.24], [0.34, 0.07, -1.46], [0.65, 0.47, 1.34], [-0.82, -1.72, 0.20], [0.36, 1.67, 0.10], [1.06, -0.70, 1.26], [-1.45, -0.43, 0.66], [0.57, -0.94, -0.98], [-1.68, 0.47, -0.68], [-1.18, 1.19, 1.02], [0.04, 0.99, -1.38], [0.75, 0.02, 1.79], [0.50, -0.11, -0.88], [-0.82, -0.89, -0.12], [-0.37, 0.13, -0.51], [0.85, -0.37, 1.47], [-0.35, -1.72, 1.06], [-1.29, -1.27, -0.71], [-0.73, 0.70, -1.78], [0.40, 1.44, -0.98], [-0.33, 0.21, 0.17], [-0.04, 0.02, 0.08], [0.39, 0.22, -0.04], [-0.03, -0.24, -0.47], [0.11, -0.23, 0.18]]}

---

(2)
{"formula": "C14H20BrNO3S2", "method": "the ωB97M-V functional and the def2-TZVPD basis", "orbital_gap_ev": 9.3, "homo_ev": -9.453, "charge": 0, "smiles": "O=C(CCS(=O)(=O)c1ccc(Br)s1)NC1CCCCCC1", "species": ["O", "C", "C", "C", "S", "O", "O", "C", "C", "C", "C", "Br", "S", "N", "C", "C", "C", "C", "C", "C", "C", "H", "H", "H", "H", "H", "H", "H", "H", "H", "H", "H", "H", "H", "H", "H", "H", "H", "H", "H", "H"], "coordinates": [[0.186, 1.538, -3.033], [-0.225, 1.435, -1.896], [-1.561, 2.076, -1.481], [-1.562, 2.811, -0.153], [-1.950, 1.746, 1.278], [-0.815, 0.917, 1.606], [-2.492, 2.571, 2.316], [-3.231, 0.638, 0.729], [-3.106, -0.685, 0.425], [-4.332, -1.276, 0.061], [-5.356, -0.375, 0.101], [-7.148, -0.712, -0.308], [-4.847, 1.208, 0.593], [0.387, 0.751, -0.924], [1.637, 0.031, -1.099], [1.371, -1.473, -0.948], [1.237, -1.961, 0.496], [2.577, -2.391, 1.093], [3.519, -1.236, 1.418], [3.828, -0.313, 0.238], [2.660, 0.610, -0.113], [-2.317, 1.286, -1.471], [-1.825, 2.769, -2.284], [-2.335, 3.575, -0.117], [-0.601, 3.266, 0.072], [-2.167, -1.206, 0.471], [-4.455, -2.307, -0.215], [-0.001, 0.718, 0.012], [1.957, 0.221, -2.129], [2.171, -2.028, -1.440], [0.451, -1.686, -1.500], [0.779, -1.193, 1.120], [0.575, -2.831, 0.506], [3.069, -3.074, 0.396], [2.390, -2.946, 2.015], [4.457, -1.658, 1.789], [3.089, -0.639, 2.225], [4.126, -0.899, -0.632], [4.681, 0.310, 0.517], [2.139, 0.875, 0.810], [3.045, 1.537, -0.544]], "forces_ev_per_angstrom": [[0.10, 0.05, -0.44], [-0.64, 0.25, 0.19], [0.30, -0.10, -0.48], [-0.36, -0.55, 0.42], [-0.33, -0.09, 0.12], [0.11, -0.15, -0.13], [-0.21, 0.28, -0.10], [0.24, 0.56, 0.19], [0.28, 0.32, 0.09], [-0.38, 0.20, -0.01], [0.13, 0.37, 0.05], [0.07, 0.03, 0.03], [-0.13, -0.64, -0.15], [0.34, -0.20, 0.28], [0.05, -0.08, -0.21], [-0.05, 0.13, 0.01], [0.16, -0.27, -0.21], [-0.10, 0.21, 0.26], [0.12, -0.25, -0.22], [-0.08, 0.19, 0.27], [0.12, -0.13, -0.23], [0.00, 0.09, -0.13], [0.03, -0.08, 0.12], [-0.04, 0.03, 0.02], [0.07, 0.02, 0.18], [0.23, -0.10, 0.02], [-0.05, -0.16, -0.04], [0.00, 0.08, -0.17], [-0.04, -0.02, 0.18], [0.02, -0.07, -0.04], [0.08, 0.00, -0.07], [-0.12, 0.02, 0.11], [-0.06, 0.07, 0.05], [0.00, -0.07, -0.01], [0.04, -0.08, -0.02], [-0.01, 0.03, 0.09], [0.03, 0.04, 0.08], [0.12, -0.04, -0.09], [0.03, -0.04, -0.08], [0.01, 0.07, 0.05], [-0.10, 0.06, 0.05]]}

---

(3)
{"formula": "C14H20F2N3O7", "method": "the ωB97M-V functional and the def2-TZVPD basis", "orbital_gap_ev": 9.8, "homo_ev": -13.205, "charge": 1, "relative_energy_ev": 0.117, "species": ["C", "C", "O", "C", "N", "C", "C", "N", "C", "C", "N", "C", "H", "H", "H", "H", "H", "H", "H", "H", "H", "H", "H", "H", "H", "H", "C", "C", "O", "C", "O", "O", "F", "H", "H", "H", "C", "C", "O", "C", "O", "O", "F", "H", "H", "H"], "coordinates": [[-0.334, -1.817, -2.096], [-0.208, -0.311, -1.861], [0.454, -0.051, -0.599], [1.811, 0.137, -0.731], [2.104, 1.518, -1.197], [2.620, 1.941, -2.388], [2.628, 3.308, -2.363], [2.123, 3.685, -1.148], [1.898, 5.048, -0.636], [0.425, 5.274, -0.346], [-0.493, 5.125, -1.186], [1.810, 2.586, -0.459], [0.495, -2.201, -2.681], [-1.277, -2.045, -2.578], [-0.343, -2.312, -1.130], [-1.188, 0.149, -1.849], [0.356, 0.150, -2.670], [2.252, 0.025, 0.253], [2.279, -0.551, -1.431], [2.936, 1.277, -3.169], [2.956, 4.014, -3.100], [2.255, 5.761, -1.370], [2.492, 5.171, 0.263], [0.142, 5.586, 0.652], [-0.137, 4.864, -2.107], [1.365, 2.577, 0.518], [-2.452, -0.835, 0.823], [-3.445, -1.081, 1.935], [-4.661, -0.638, 1.354], [-4.560, -0.770, 0.002], [-5.453, -0.691, -0.763], [-3.261, -0.999, -0.344], [-3.169, -0.332, 3.031], [-2.057, 0.183, 0.847], [-1.628, -1.543, 0.828], [-3.541, -2.125, 2.234], [1.266, -4.548, 2.826], [0.805, -3.586, 1.751], [-0.596, -3.557, 1.943], [-0.840, -3.852, 3.264], [-1.871, -3.674, 3.807], [0.274, -4.351, 3.837], [1.077, -4.030, 0.498], [1.233, -5.577, 2.468], [2.255, -4.326, 3.217], [1.202, -2.573, 1.852]], "forces_ev_per_angstrom": [[0.01, 0.45, 0.29], [-0.09, -0.69, -0.26], [0.07, 0.25, -0.24], [-0.33, -0.11, 0.09], [-0.07, 0.19, 0.52], [0.09, 0.63, -0.38], [0.08, -0.58, -0.11], [-0.18, -0.17, 0.41], [0.05, -0.14, 0.27], [0.00, 0.08, -0.01], [-0.31, -0.02, -0.29], [0.10, 0.23, -0.35], [0.06, -0.19, -0.09], [-0.03, -0.06, -0.24], [-0.01, -0.17, 0.09], [-0.08, 0.18, 0.36], [0.05, 0.21, -0.07], [0.16, 0.02, 0.10], [0.11, -0.01, -0.15], [0.02, -0.18, -0.02], [0.04, 0.11, -0.07], [0.07, 0.03, -0.20], [0.13, 0.02, 0.08], [0.13, 0.07, 0.24], [-0.07, -0.09, -0.10], [-0.06, -0.08, 0.13], [0.22, -0.13, -0.13], [-0.12, 0.17, 0.06], [0.05, -0.27, -0.07], [0.10, 0.17, 0.17], [-0.12, 0.02, -0.12], [0.13, -0.01, 0.03], [-0.05, 0.04, -0.08], [-0.09, 0.04, 0.18], [-0.10, -0.09, -0.14], [0.04, 0.04, 0.13], [0.09, -0.03, 0.08], [-0.16, -0.14, -0.06], [0.22, 0.24, 0.11], [0.10, -0.16, -0.01], [-0.22, 0.07, -0.05], [0.07, -0.01, -0.09], [-0.04, 0.01, 0.02], [-0.03, 0.02, -0.08], [-0.07, 0.05, 0.12], [0.04, 0.00, -0.09]]}

---

How do the records compare in largest force on an atom? In the order shown, they have 7.41, 0.78, 0.74 eV/Å.
How do the records compare in lowest unoccupied orbital energy? In the order shown, they have -4.4221, -0.1455, -3.3874 eV.